9
Properties=species:S:1:pos:R:3:forces:R:3:lowdin_charge:R:1 method="wB97M-V/def2-TZVPD" energy_ev=-6917.180 gap_ev=11.6561 smiles=OCCF
O 1.041 -0.856 0.161 -5.190 -0.454 6.115 -0.03
C 0.399 0.305 -0.280 -0.541 -1.652 -2.701 -0.25
C -0.905 0.085 0.448 2.017 1.103 1.900 -0.26
F -1.793 -0.651 -0.264 -0.235 -0.189 -0.133 -0.02
H 1.637 -0.818 -0.414 9.002 -1.325 -6.943 -0.05
H 1.077 1.218 -0.104 -1.629 -0.935 -0.046 0.14
H 0.221 0.101 -1.503 0.225 1.247 2.959 0.18
H -1.151 1.133 0.501 -1.920 0.250 1.193 0.10
H -0.526 -0.517 1.456 -1.729 1.954 -2.344 0.19

***

13
Properties=species:S:1:pos:R:3:forces:R:3:lowdin_charge:R:1 method="wB97M-V/def2-TZVPD" energy_ev=-24668.366 gap_ev=8.3240 smiles="CN1CC=C(I)S1"
C -1.355 -0.680 1.118 0.283 -1.346 -3.162 -0.11
N -0.538 -0.912 -0.147 -0.703 2.494 -0.116 -0.61
C -0.389 0.449 -0.911 -0.356 -3.056 -0.795 -0.20
C 1.020 1.022 -0.697 -0.152 -4.166 1.191 -0.22
C 1.936 0.171 -0.180 -2.266 -1.667 -0.536 -0.89
I 3.989 0.310 0.156 -0.756 0.114 -0.050 0.79
S 0.916 -1.667 -0.022 2.315 2.195 -0.215 0.79
H -1.073 0.187 1.639 0.657 0.915 1.096 0.06
H -2.329 -0.535 0.663 -0.491 0.064 0.538 0.08
H -1.333 -1.626 1.620 -0.045 -0.101 0.815 0.06
H -1.187 1.001 -0.515 -0.728 1.442 0.916 0.07
H -0.831 0.255 -1.956 1.698 0.342 0.903 0.14
H 1.174 2.023 -0.769 0.546 2.770 -0.586 0.06

***

11
Properties=species:S:1:pos:R:3:forces:R:3:lowdin_charge:R:1 method="wB97M-V/def2-TZVPD" energy_ev=-7302.435 gap_ev=10.5631 smiles="O=CCCO"
O 2.382 0.344 0.860 -0.275 0.063 -0.391 0.05
C 1.530 0.463 0.012 0.165 -0.037 0.217 -0.27
C 0.422 -0.540 -0.190 0.060 -0.063 0.036 -0.14
C -0.889 0.009 0.418 0.176 -0.128 0.285 -0.26
O -1.660 0.756 -0.500 -0.071 -0.050 -0.124 -0.07
H 1.492 1.371 -0.626 0.023 -0.074 0.062 0.13
H 0.267 -0.733 -1.259 0.016 0.047 0.159 0.12
H 0.719 -1.474 0.299 -0.070 0.162 -0.016 0.12
H -1.463 -0.824 0.843 0.037 0.145 -0.096 0.12
H -0.659 0.698 1.239 -0.045 -0.170 -0.073 0.12
H -2.081 0.134 -1.102 -0.018 0.107 -0.059 0.09

***

12
Properties=species:S:1:pos:R:3:forces:R:3:lowdin_charge:R:1 method="wB97M-V/def2-TZVPD" energy_ev=-25724.498 gap_ev="5.4735 / 3.8599"
C 0.327 -0.864 1.196 -0.833 -0.829 0.848 -0.56
N 0.016 0.413 0.592 -0.826 -1.100 -0.153 -0.21
N 1.566 -1.274 0.866 2.410 0.900 -2.479 0.03
N -0.728 1.679 -1.511 -1.144 0.469 -1.576 -0.19
P -0.373 0.124 -1.033 -0.422 1.907 0.637 0.34
S -1.935 -0.943 -1.320 0.094 -0.718 -0.206 0.25
H 0.303 -0.675 2.267 -0.997 -0.275 0.693 0.12
H -0.384 -1.611 0.792 -0.656 0.042 0.746 0.07
H 0.855 0.882 0.836 0.889 1.443 -0.554 0.07
H 1.976 -2.145 1.078 -0.114 -1.090 0.832 0.01
H -0.211 2.519 -1.520 1.635 0.468 0.831 0.03
H -1.411 1.896 -2.243 -0.036 -1.216 0.382 0.05

***

36
Properties=species:S:1:pos:R:3:forces:R:3:lowdin_charge:R:1 method="wB97M-V/def2-TZVPD" energy_ev=-55168.578 gap_ev=7.8508
N 0.895 -0.416 4.597 -0.299 -0.408 0.056 -0.26
P -0.525 -0.733 4.079 1.407 0.529 -0.112 0.64
O -1.267 0.663 3.553 -0.585 -0.874 -0.196 -0.36
P -2.857 0.725 3.717 -0.370 -0.056 0.563 0.10
O -3.288 0.678 5.106 -0.047 0.003 0.554 -0.32
O -3.342 2.001 2.941 0.362 0.096 -0.525 -0.07
O -3.418 -0.466 2.821 -0.055 -0.250 0.235 -0.84
I -4.579 -1.808 3.764 0.117 0.115 -0.309 1.01
H 1.585 -0.923 4.058 0.288 0.212 0.017 -0.03
H -1.428 -1.234 5.019 -0.304 0.209 -0.099 0.01
H -0.553 -1.615 2.987 -0.463 0.089 -0.051 0.02
H -3.261 2.768 3.520 -0.092 0.276 -0.016 0.10
C 4.084 0.004 -3.922 0.004 0.055 0.009 -0.06
C 4.023 1.341 -3.541 0.006 -0.057 -0.013 -0.06
C 2.987 1.789 -2.740 0.117 0.071 -0.051 0.00
C 2.001 0.904 -2.324 -0.071 -0.126 0.000 -0.08
C 2.051 -0.433 -2.723 -0.079 0.096 0.071 -0.08
C 3.100 -0.880 -3.515 0.113 -0.018 -0.086 0.00
C 0.981 -1.391 -2.325 0.011 -0.155 -0.042 -0.28
O 1.027 -2.554 -2.666 0.000 -0.015 -0.003 0.11
C -0.151 -0.880 -1.502 0.056 0.121 -0.010 -0.08
C -1.186 -1.742 -1.163 -0.106 -0.082 0.062 0.00
C -2.237 -1.287 -0.387 0.023 0.041 0.044 -0.05
C -2.256 0.030 0.060 0.038 -0.003 -0.125 -0.07
C -1.231 0.895 -0.279 -0.105 0.010 0.068 0.01
C -0.179 0.447 -1.067 0.084 -0.099 -0.058 -0.08
C 0.902 1.401 -1.447 0.005 0.155 0.051 -0.28
O 0.886 2.549 -1.058 -0.010 0.019 -0.004 0.11
H 4.899 -0.345 -4.541 0.008 -0.001 -0.007 0.11
H 4.787 2.032 -3.869 0.013 0.002 0.002 0.11
H 2.938 2.825 -2.436 -0.080 -0.009 0.070 0.12
H 3.140 -1.919 -3.812 -0.094 -0.029 0.036 0.12
H -1.164 -2.766 -1.510 0.101 0.003 -0.048 0.12
H -3.045 -1.958 -0.126 -0.011 -0.001 0.007 0.11
H -3.077 0.379 0.666 -0.059 0.047 -0.040 0.08
H -1.243 1.920 0.065 0.077 0.031 -0.050 0.12

***

13
Properties=species:S:1:pos:R:3:forces:R:3:lowdin_charge:R:1 method="wB97M-V/def2-TZVPD" energy_ev=-6219.487 gap_ev=10.2290
C 2.032 0.361 0.005 0.575 1.341 1.329 -0.12
C 0.535 -0.129 -0.004 2.582 -1.409 -0.604 -0.36
N -0.434 0.837 0.267 -2.303 1.150 0.358 -0.02
C -1.678 0.466 0.235 1.737 2.641 -2.551 -0.32
N -2.108 -0.748 -0.237 0.232 -0.305 1.157 0.06
H 2.527 0.871 0.894 -1.381 -1.033 -0.042 0.07
H 2.113 1.250 -0.637 -0.045 -0.740 -0.722 0.06
H 2.758 -0.443 -0.222 -0.634 0.372 -0.465 0.06
H 0.389 -0.970 0.720 0.466 0.016 -0.709 0.12
H 0.518 -0.480 -1.105 -0.693 -0.025 1.460 0.14
H -2.414 1.296 0.045 0.388 -0.756 1.365 0.13
H -1.263 -1.362 -0.250 -1.873 -0.258 0.275 0.08
H -2.976 -0.949 0.290 0.948 -0.994 -0.852 0.10

***

7
Properties=species:S:1:pos:R:3:forces:R:3:lowdin_charge:R:1 method="wB97M-V/def2-TZVPD" energy_ev=-30668.205 gap_ev="8.6880 / 7.1405"
C 1.159 0.593 0.809 1.971 -0.398 -1.082 -0.69
C 3.639 -0.903 0.014 0.503 -4.351 -0.490 -0.69
N 0.186 0.116 1.276 -1.978 -0.471 1.689 0.08
O 4.068 -2.014 -0.184 -1.604 2.687 0.563 -0.02
Cl 1.612 1.829 -0.292 -0.328 0.820 -0.195 0.57
Cl 4.577 0.467 0.025 1.104 1.725 0.073 0.67
H -0.755 0.416 1.536 0.331 -0.011 -0.556 0.09

***

11
Properties=species:S:1:pos:R:3:forces:R:3:lowdin_charge:R:1 method="wB97M-V/def2-TZVPD" energy_ev=-7762.410 gap_ev="8.1172 / 8.1167"
N -0.627 -1.608 0.857 -0.121 0.067 0.171 0.05
C -0.146 -0.307 0.564 0.166 0.117 0.180 -0.46
C 0.316 0.568 1.492 -0.207 -0.184 -0.529 0.06
O 0.797 1.740 0.474 -0.084 0.008 -0.274 -0.01
C 0.606 1.435 -0.717 0.088 -0.069 0.290 -0.11
C 0.092 0.067 -0.873 0.007 0.142 0.105 -0.10
H -0.451 -1.811 1.836 -0.032 -0.017 -0.075 0.07
H -1.631 -1.668 0.709 0.159 -0.057 -0.021 0.08
H 0.930 -0.546 -1.239 -0.050 0.051 -0.112 0.15
H 0.830 2.167 -1.495 0.014 -0.126 0.085 0.14
H -0.715 -0.036 -1.608 0.059 0.067 0.180 0.13